# 1
Molecular formula: C4H6F4N2
Method: DFT, ωB97M-V/def2-TZVPD

Cartesian coordinates (Å):
C: -0.341 -1.790 1.947
C: -0.350 -1.748 0.614
C: 1.012 1.155 -1.556
C: 0.232 0.737 -0.326
N: -1.055 1.360 -0.250
N: 0.063 -0.760 -0.356
F: -1.501 1.231 1.033
F: -0.864 2.724 -0.379
F: -0.565 -1.087 -1.590
F: 0.995 0.936 0.878
H: -0.605 -2.770 2.521
H: -0.193 -0.976 2.702
H: -0.474 -2.747 0.207
H: 1.956 0.789 -1.491
H: 0.512 0.764 -2.422
H: 1.178 2.183 -1.534

For the orbital gap (alpha / beta), the calculation gives 6.13 / 8.98 eV. As for the spin multiplicity: 3.

---

# 2
Molecular formula: C4H6F4NP
Method: DFT, ωB97M-V/def2-TZVPD

Cartesian coordinates (Å):
C: 0.137 0.344 0.169
C: -1.496 -1.481 -0.163
C: -0.486 -0.368 -2.097
C: 1.658 1.498 2.047
N: -0.696 -0.365 -0.611
F: 1.027 1.235 -0.548
F: 1.408 2.765 1.822
F: 2.740 1.043 1.390
F: 1.965 1.338 3.332
P: 0.192 0.393 1.862
H: -1.386 -2.399 -0.683
H: -1.470 -1.516 0.961
H: -2.490 -1.222 -0.355
H: -0.745 0.555 -2.533
H: 0.568 -0.550 -2.136
H: -0.928 -1.270 -2.455

For the orbital gap (alpha / beta), the calculation gives 6.11 / 8.53 eV. As for the energy above the lowest of the compared OMol25 structures with the same formula, charge and spin: 35.8 kcal per mole. As for the spin multiplicity: 3.

---

# 3
Molecular formula: C4H6FN
Method: DFT, ωB97M-V/def2-TZVPD

Cartesian coordinates (Å):
F: -2.389 0.041 -2.121
C: -1.891 -0.370 -0.950
C: -0.661 0.067 -0.616
N: -0.038 -0.333 0.565
C: 0.865 0.608 1.209
C: 1.365 -0.475 0.367
H: -2.648 -1.103 -0.563
H: -0.232 0.886 -1.274
H: 1.133 0.603 2.324
H: 0.908 1.754 0.925
H: 1.779 -0.368 -0.704
H: 1.809 -1.310 0.838

For the orbital gap, the calculation gives 10.49 eV. As for the energy above the lowest of the compared OMol25 structures with the same formula, charge and spin: 57.9 kcal per mole.

---

# 4
Molecular formula: C4H6FN
Method: DFT, ωB97M-V/def2-TZVPD

Cartesian coordinates (Å):
C: 1.269 -2.121 0.027
C: 0.996 -0.930 -0.011
C: -1.956 0.020 -0.623
C: 0.927 0.441 -0.084
N: 0.691 1.277 1.054
F: 1.215 1.162 -1.167
H: 1.126 -3.052 -0.337
H: -1.129 0.146 -1.385
H: -1.970 -0.929 -0.134
H: -2.254 0.946 -0.084
H: 0.754 2.198 0.876
H: 0.331 0.841 1.868

For the orbital gap (alpha / beta), the calculation gives 9.04 / 7.17 eV. As for the energy above the lowest of the compared OMol25 structures with the same formula, charge and spin: 127.4 kcal per mole.

---

# 5
Molecular formula: C4H6FN3
Method: DFT, ωB97M-V/def2-TZVPD

Cartesian coordinates (Å):
H: 3.307 -1.748 -0.636
N: 2.469 -2.222 -0.948
C: 1.510 -1.534 -0.435
N: 1.645 -0.392 0.346
N: 0.695 0.419 0.965
C: -0.303 0.593 0.202
C: -1.543 1.243 0.630
C: -2.587 1.304 -0.191
F: -1.519 1.634 1.897
H: 0.581 -1.802 -0.827
H: 2.465 -0.252 0.842
H: -0.441 0.149 -0.748
H: -3.552 1.688 0.148
H: -2.726 0.921 -1.245

For the orbital gap, the calculation gives 9.09 eV. As for the energy above the lowest of the compared OMol25 structures with the same formula, charge and spin: 57.7 kcal per mole.

---

# 6
Molecular formula: C4H6FNS
Method: DFT, ωB97M-V/def2-TZVPD

Cartesian coordinates (Å):
C: -0.348 -1.629 0.094
C: 0.439 0.392 1.218
C: 0.729 0.024 -1.208
C: 0.137 -0.368 0.024
N: -0.836 -2.678 0.244
F: -2.456 1.435 0.557
S: -2.369 0.236 -0.669
H: 1.586 0.765 1.270
H: 0.033 1.434 1.199
H: 0.002 -0.136 2.033
H: 1.850 -0.053 -1.246
H: 0.804 1.128 -1.477
H: 0.430 -0.552 -2.038

For the orbital gap (alpha / beta), the calculation gives 6.88 / 6.89 eV. As for the energy above the lowest of the compared OMol25 structures with the same formula, charge and spin: 93.7 kcal per mole.

---

| no. | strongest force on any atom (eV/A) |
| --- | --- |
| 1 | 10.79 |
| 2 | 4.17 |
| 3 | 3.90 |
| 4 | 5.42 |
| 5 | 2.14 |
| 6 | 5.20 |